This record from the OMol25 dataset describes a 2-piece molecular cluster, C30H28NO2S overall in a non-equilibrium geometry. The level of theory is wB97M-V/def2-TZVPD.

Cartesian coordinates (Å):
C1 1.255 2.139 1.895
O1 0.630 1.007 1.225
C2 -0.639 1.125 0.739
C3 -0.821 1.801 -0.551
C4 -1.157 3.165 -0.526
C5 -1.339 3.861 -1.718
C6 -1.223 3.195 -2.939
C7 -0.872 1.841 -2.970
C8 -0.636 1.145 -1.785
C9 -1.654 0.824 1.650
N1 -3.000 1.094 1.521
C10 -3.652 1.407 0.259
C11 -3.715 1.063 2.717
C12 -2.931 0.633 3.789
C13 -3.494 0.519 5.065
C14 -4.827 0.905 5.258
C15 -5.598 1.389 4.188
C16 -5.054 1.441 2.901
S1 -1.282 0.301 3.292
H1 2.100 1.709 2.442
H2 1.604 2.842 1.124
H3 0.554 2.629 2.586
H4 -1.255 3.652 0.445
H5 -1.577 4.924 -1.687
H6 -1.411 3.729 -3.872
H7 -0.785 1.321 -3.927
H8 -0.312 0.102 -1.763
H9 -4.678 1.034 0.262
H10 -3.694 2.489 0.098
H11 -3.135 0.917 -0.564
H12 -2.879 0.124 5.869
H13 -5.269 0.822 6.250
H14 -6.626 1.715 4.366
H15 -5.644 1.775 2.051
C17 0.508 -6.398 -2.640
O2 0.579 -5.892 -1.285
C18 0.879 -4.577 -1.097
C19 0.904 -4.103 0.246
C20 1.306 -2.817 0.518
C21 1.775 -1.945 -0.519
C22 2.429 -0.731 -0.210
C23 3.424 -0.059 -0.981
C24 3.853 1.241 -0.574
C25 5.050 1.776 -1.024
C26 5.854 1.077 -1.931
C27 5.385 -0.123 -2.472
C28 4.199 -0.685 -2.011
C29 1.622 -2.398 -1.859
C30 1.196 -3.680 -2.153
H16 0.199 -7.438 -2.533
H17 -0.236 -5.840 -3.223
H18 1.491 -6.353 -3.128
H19 0.618 -4.793 1.041
H20 1.328 -2.451 1.547
H21 2.329 -0.403 0.816
H22 3.240 1.777 0.148
H23 5.377 2.746 -0.660
H24 6.831 1.457 -2.218
H25 5.966 -0.630 -3.242
H26 3.889 -1.659 -2.385
H27 1.872 -1.715 -2.670
H28 1.148 -4.021 -3.192

Results
Total charge: +1
HOMO-LUMO gap (eV): 3.808
LUMO energy (eV): -5.1
Strongest force on any atom (eV Å⁻¹): 3.15

Atomic partial charges in e from the Mulliken method, atoms 1 to 6: -1.046 0.153 -1.100 0.069 0.158 -0.705